*P*
C3H14N2O2 | ωB97M-V with the def2-TZVPD basis set

Geometry as XYZ:
```
21
Properties=species:S:1:pos:R:3:lowdin_charge:R:1
C 1.1555 1.7021 -0.4858 -0.071
C -0.1528 1.0339 -1.0409 -0.377
N -0.0455 -0.4843 -0.8145 -0.002
C -1.3238 1.4754 -0.1702 -0.304
N -2.5586 1.0096 -0.6603 -0.021
H 1.2256 2.7630 -0.8109 0.084
H 1.9437 1.0400 -0.9189 0.076
H 1.2910 1.6488 0.5685 0.058
H -0.1490 1.1917 -2.1508 0.137
H -0.8409 -1.0176 -1.0794 0.045
H 0.7661 -0.8340 -1.3790 0.100
H -1.2486 0.9963 0.7883 0.097
H -1.4822 2.6091 0.1416 0.163
H -3.3807 1.5125 -0.6557 0.031
H -2.7504 -0.0051 -0.5030 0.088
O -0.4395 -1.9520 1.5046 -0.045
H -0.2233 -1.7332 0.6193 -0.052
H -1.2962 -2.3212 1.4180 0.008
O 3.3798 -2.7164 1.5688 -0.085
H 2.4054 -2.6584 1.7811 0.050
H 3.7243 -3.2603 2.2791 0.021
```

Summary:
Frontier orbital gap = 9.66 eV
SMILES = C[C@@H](N)CN.O.O
LUMO = 0.777 eV
2S+1 = 1

---

*Q*
C3H14N2O2 | ωB97M-V with the def2-TZVPD basis set

Geometry as XYZ:
```
21
Properties=species:S:1:pos:R:3:lowdin_charge:R:1
C -0.3302 2.4296 -0.2330 -0.131
C 0.0418 1.1124 0.4215 -0.298
N -0.4709 -0.0730 -0.4453 -0.128
C -0.3643 -1.4989 0.0127 -0.355
N -0.2566 -2.5680 -0.9113 0.008
H -1.4029 2.6292 -0.4528 0.079
H 0.1284 3.3444 0.2526 0.087
H 0.2694 2.3196 -1.1649 0.066
H -0.4347 0.8880 1.5219 0.136
H 1.1807 0.9975 0.4967 0.117
H -1.5746 0.1499 -0.5865 0.162
H 0.6637 -1.4547 0.4360 0.109
H -1.0913 -1.7208 0.7445 0.096
H 0.0395 -2.1832 -1.8348 0.078
H -1.1452 -2.9766 -1.1397 0.056
O 0.5391 -0.5299 4.1613 -0.072
H 0.6813 -1.4601 3.9768 0.027
H 1.3101 -0.0635 3.7901 0.040
O 0.4902 -0.0312 -3.2097 -0.068
H 1.1874 0.5720 -3.5426 0.050
H 0.5392 0.1172 -2.2934 -0.060
```

Summary:
Frontier orbital gap = 9.92 eV
SMILES = CCNCN.O.O
LUMO = 0.758 eV
2S+1 = 1

---

Which structure loses on stability? *Q* does.

---

*P*
C3H14N2O2 | ωB97M-V with the def2-TZVPD basis set

Geometry as XYZ:
```
21
Properties=species:S:1:pos:R:3:lowdin_charge:R:1
C 2.1257 0.4525 1.8196 -0.085
C 0.7328 -0.0297 1.3061 -0.476
N 0.6807 -0.1841 -0.1963 0.000
C -0.4522 0.7796 1.8684 -0.274
N -1.8200 0.2085 1.5047 -0.015
H 1.9176 1.3855 2.3445 0.048
H 2.7051 -0.1625 2.5215 0.069
H 2.6858 0.7313 0.8924 0.077
H 0.7229 -1.1298 1.7223 0.152
H 0.4191 0.7970 -0.6109 0.108
H 0.0434 -0.9065 -0.4596 0.039
H -0.3467 1.8761 1.3937 0.134
H -0.4064 0.9038 3.0348 0.133
H -2.0879 0.7982 0.6551 0.091
H -2.3265 0.4034 2.2917 -0.002
O 4.6820 1.0065 -4.4468 -0.090
H 4.7524 1.0538 -5.4178 0.039
H 4.0340 1.6178 -4.0254 0.051
O -5.7263 -3.1378 -1.9113 -0.101
H -6.1095 -4.0458 -1.9195 0.049
H -6.2260 -2.4177 -2.3674 0.051
```

Summary:
Frontier orbital gap = 10.07 eV
SMILES = C[C@H](N)CN.O.O
LUMO = 0.915 eV
2S+1 = 1

---

*Q*
C3H14N2O2 | ωB97M-V with the def2-TZVPD basis set

Geometry as XYZ:
```
21
Properties=species:S:1:pos:R:3:lowdin_charge:R:1
C -0.1000 -2.6211 -0.8212 -0.109
C 0.3657 -1.2559 -1.5073 -0.247
N 0.8084 -0.2232 -0.5253 -0.103
C -0.0730 0.0639 0.5717 -0.347
N 0.4042 1.1311 1.4459 0.014
H -1.0981 -2.4744 -0.3403 0.072
H -0.2791 -3.4243 -1.5378 0.057
H 0.7091 -3.0805 -0.2596 0.065
H -0.4357 -0.9279 -2.2882 0.136
H 1.1888 -1.6068 -2.0267 0.064
H 1.7511 -0.3788 -0.1404 0.121
H -1.1186 0.1149 0.1272 0.134
H -0.1813 -0.8768 1.1410 0.102
H 0.9272 1.7997 0.9499 0.071
H 0.7488 0.7565 2.3669 0.118
O -1.3848 2.1968 3.1611 -0.078
H -0.7866 1.5982 2.6929 -0.050
H -1.8218 1.4982 3.6288 0.011
O 0.4104 2.8438 -2.3246 -0.079
H -0.4203 3.0819 -2.0682 -0.043
H 0.3858 1.7846 -2.2458 0.093
```

Summary:
Frontier orbital gap = 9.79 eV
SMILES = CCNCN.O.O
LUMO = 0.688 eV
2S+1 = 1

---

*R*
C3H14N2O2 | ωB97M-V with the def2-TZVPD basis set

Geometry as XYZ:
```
21
Properties=species:S:1:pos:R:3:lowdin_charge:R:1
C -1.6456 -1.6768 1.3490 -0.122
N -0.6211 -0.5773 1.3583 -0.113
C 0.0999 -0.5857 0.0572 -0.245
C 0.1259 0.7837 -0.6233 -0.288
N 0.6617 0.8035 -1.9568 -0.027
H -1.9539 -1.9540 2.3477 0.068
H -2.5556 -1.4565 0.7765 0.079
H -1.1789 -2.5433 0.8821 0.069
H -1.2528 0.2158 1.4108 0.085
H -0.2698 -1.4193 -0.5425 0.104
H 1.1850 -0.7680 0.2027 0.103
H 0.6307 1.5365 0.0569 0.144
H -0.8844 1.1686 -0.5435 0.097
H 1.5105 0.2531 -2.0968 0.092
H 0.1294 0.4058 -2.7254 0.085
O 2.0853 -1.7642 2.9478 -0.068
H 2.3658 -1.9551 2.0508 0.016
H 1.2736 -1.2438 2.8997 0.009
O -0.7286 3.0230 -2.9724 -0.098
H -0.2160 2.1722 -3.0199 0.001
H -1.1284 2.6660 -2.1578 0.009
```

Summary:
Frontier orbital gap = 10.20 eV
SMILES = CNCCN.O.O
LUMO = 0.576 eV
2S+1 = 1

---

*S*
C3H14N2O2 | ωB97M-V with the def2-TZVPD basis set

Geometry as XYZ:
```
21
Properties=species:S:1:pos:R:3:lowdin_charge:R:1
C -0.2816 2.2792 -1.4595 -0.111
C 0.6730 1.7776 -0.3884 -0.298
N 0.5141 0.3668 -0.1106 -0.088
C 0.9309 -0.2664 1.0799 -0.328
N 0.7613 -1.7282 0.9510 0.001
H -0.1916 1.7209 -2.3950 0.047
H -0.0531 3.3074 -1.7575 0.069
H -1.3544 2.1391 -1.2482 0.079
H 1.7323 2.0271 -0.5430 0.103
H 0.4604 2.3876 0.5030 0.106
H 0.2275 -0.1382 -0.9316 0.093
H 0.3741 0.0633 1.9725 0.115
H 1.9835 -0.0519 1.3021 0.105
H 1.4269 -2.1623 0.3237 0.066
H 0.9589 -2.1391 1.8520 0.040
O -0.9909 -2.1121 3.6751 -0.052
H -0.5287 -2.4945 2.9295 -0.007
H -1.6852 -2.7463 3.8398 0.030
O -1.3640 -0.4795 -3.0360 -0.055
H -1.3349 -1.0789 -3.8029 0.049
H -2.2587 -0.6716 -2.7557 0.036
```

Summary:
Frontier orbital gap = 8.52 eV
SMILES = CCNCN.O.O
LUMO = 0.726 eV
2S+1 = 1

---

Which structure loses on stability? *P* does.

---

*P*
C3H5N3O | ωB97M-V with the def2-TZVPD basis set

Geometry as XYZ:
```
12
Properties=species:S:1:pos:R:3:lowdin_charge:R:1
N 2.3500 -0.5691 -0.8876 0.248
N 1.5812 -1.3773 -0.7454 -0.292
O 0.7374 -2.1882 -0.5784 0.092
C -1.7437 -0.7694 0.5230 -0.125
C -0.6058 0.1113 0.2732 -0.123
C 0.2506 0.9474 0.1290 -0.216
N 1.1154 1.9961 0.0780 0.043
H -2.5396 -0.1536 0.9548 0.077
H -1.5075 -1.5632 1.2385 0.073
H -2.1306 -1.2316 -0.3909 0.073
H 0.6163 2.8644 -0.0571 0.088
H 1.8864 1.9049 -0.5706 0.062
```

Summary:
Frontier orbital gap = 9.43 eV
SMILES = N#[N+][O-].CC#CN
LUMO = 0.981 eV
2S+1 = 1

---

*Q*
C3H5N3O | ωB97M-V with the def2-TZVPD basis set

Geometry as XYZ:
```
12
Properties=species:S:1:pos:R:3:lowdin_charge:R:1
C 1.5272 -0.7451 0.1102 -0.179
C 0.1306 -0.4131 -0.0708 -0.412
C -1.9094 -0.2960 0.0132 -0.176
H 1.7102 1.3961 0.0174 0.121
H 1.5291 -1.3805 1.0697 0.147
H 1.8750 -1.2984 -0.8508 0.151
H -2.9068 -0.5393 0.1778 0.102
H -1.8354 1.8592 -0.0852 0.182
N -0.9731 -1.1728 -0.1044 0.143
N -1.3737 0.9413 0.1804 0.010
N -0.0885 0.8834 -0.1927 0.062
O 2.2729 0.5155 0.0215 -0.149
```

Summary:
Frontier orbital gap = 10.55 eV
LUMO = 0.777 eV
2S+1 = 1

---

Which structure loses on stability? *P* does.

---

*P*
C3H5N3O | ωB97M-V with the def2-TZVPD basis set

Geometry as XYZ:
```
12
Properties=species:S:1:pos:R:3:lowdin_charge:R:1
C -0.3558 -1.9964 -0.3924 -0.044
C -0.5405 -0.9776 -1.1480 -0.052
N -1.1182 -0.8796 0.2253 -0.051
H -0.0566 -2.9773 -0.1255 0.090
H -0.4969 -0.3763 -2.0175 0.095
H -2.1309 -1.0632 0.2276 0.075
N -0.0121 1.5812 1.2836 0.008
N 1.1665 1.5566 0.5759 0.024
C 1.5984 1.4411 -0.5255 -0.370
O 2.2516 1.3383 -1.4861 0.115
H 0.2323 1.6424 2.2680 0.079
H -0.5378 0.7109 1.1145 0.031
```

Summary:
Frontier orbital gap = 9.39 eV
SMILES = C1=CN1.NN=C=O
LUMO = 0.927 eV
2S+1 = 1

---

*Q*
C3H5N3O | ωB97M-V with the def2-TZVPD basis set

Geometry as XYZ:
```
12
Properties=species:S:1:pos:R:3:lowdin_charge:R:1
O 2.5422 -0.1870 -0.4483 -0.052
C 1.3018 0.2309 -0.9511 -0.219
C 0.0907 -0.0396 -0.0953 -0.362
N -1.0993 0.4926 -0.5008 0.111
C -1.9369 0.0651 0.4124 -0.183
N -1.2873 -0.6859 1.3165 -0.004
N 0.0294 -0.7655 1.0036 0.106
H 2.5955 -1.1461 -0.5276 0.090
H 1.0920 -0.1924 -1.9452 0.123
H 1.3614 1.3149 -1.0835 0.123
H -2.9979 0.2724 0.4490 0.119
H -1.6569 -1.1443 2.1350 0.148
```

Summary:
Frontier orbital gap = 10.81 eV
SMILES = OCc1nc[nH]n1
LUMO = 0.872 eV
2S+1 = 1

---

Which structure loses on stability? *P* does.

---

*P*
C3H5N3O | ωB97M-V with the def2-TZVPD basis set

Geometry as XYZ:
```
12
Properties=species:S:1:pos:R:3:lowdin_charge:R:1
N -1.2415 -1.3403 -0.4212 0.137
C -0.5093 -0.1613 -0.1825 -0.519
C 0.0121 0.2931 1.0985 -0.234
N 1.2345 0.9466 0.7765 0.023
C 1.4632 1.0752 -0.5620 -0.086
O -1.1473 0.8995 0.5371 0.053
N 0.4574 0.3448 -1.1171 0.052
H -1.5456 -1.4366 -1.3822 0.087
H -0.7351 -2.1704 -0.1445 0.091
H -0.1086 -0.2006 2.0584 0.157
H 1.7938 1.4364 1.4541 0.118
H 0.3262 0.3136 -2.1152 0.121
```

Summary:
Frontier orbital gap = 9.55 eV
LUMO = 0.840 eV
2S+1 = 1

---

*Q*
C3H5N3O | ωB97M-V with the def2-TZVPD basis set

Geometry as XYZ:
```
12
Properties=species:S:1:pos:R:3:lowdin_charge:R:1
O 0.7079 -1.5220 -1.8057 -0.052
C 0.9592 -1.2837 -0.4473 -0.212
C 0.2738 -0.0332 0.0463 -0.344
N -0.7341 0.5136 -0.5293 0.024
N -1.3144 1.5512 0.0905 -0.016
C 0.1984 1.5297 1.8075 0.074
N 0.6774 0.6004 1.2200 0.048
H -0.2104 -1.2714 -1.9749 0.078
H 2.0425 -1.1779 -0.3193 0.125
H 0.6463 -2.1366 0.1803 0.125
H -1.9178 2.0220 -0.5743 0.095
H -0.6709 2.2212 0.8263 0.056
```

Summary:
Frontier orbital gap = 10.21 eV
LUMO = 0.748 eV
2S+1 = 1

---

Which structure loses on stability? *Q* does.

---

*P*
C3H5N3O | ωB97M-V with the def2-TZVPD basis set

Geometry as XYZ:
```
12
Properties=species:S:1:pos:R:3:lowdin_charge:R:1
C -1.9819 -0.7495 -0.0699 0.018
C -0.4549 -0.5100 0.0491 -0.375
N 0.4432 -1.4678 0.0697 0.057
N 1.6339 -0.8149 -0.1629 0.011
C 1.4280 0.4830 0.0942 -0.142
N 0.1076 0.6622 0.1911 -0.158
O -0.4298 1.8654 -0.1971 -0.001
H -2.5526 -0.4126 0.7595 0.056
H -2.3173 -0.0824 -0.8119 0.057
H -2.0408 -1.8319 -0.1302 0.083
H 2.2332 1.2486 -0.0522 0.142
H -1.1236 2.1572 0.6855 0.253
```

Summary:
Frontier orbital gap = 9.45 eV
SMILES = Cc1nncn1O
LUMO = -0.067 eV
2S+1 = 1

---

*Q*
C3H5N3O | ωB97M-V with the def2-TZVPD basis set

Geometry as XYZ:
```
12
Properties=species:S:1:pos:R:3:lowdin_charge:R:1
N -1.7718 -0.8524 0.9549 0.086
C -0.6297 -1.5130 1.1972 -0.385
N 0.3867 -2.0317 1.4263 0.117
C 1.6264 0.5067 -0.0237 -0.070
O 1.8192 -0.5813 -0.7122 0.021
C 0.7215 1.4238 -0.7463 -0.251
N -0.5491 1.3209 -0.6627 0.070
H -2.5434 -1.4387 0.6677 0.096
H -1.6054 -0.0340 0.3566 0.042
H 2.3259 -1.2027 -0.1580 0.104
H 1.2317 2.2812 -1.2074 0.110
H -1.0119 2.1213 -1.0923 0.059
```

Summary:
Frontier orbital gap = 9.37 eV
LUMO = 0.343 eV
2S+1 = 1

---

Which structure loses on stability? *P* does.